47
Properties=species:S:1:pos:R:3:forces:R:3 method="wB97M-V/def2-TZVPD" homo_energy_ev=-9.008 e_above_lowest_kj_mol=627.6 smiles="[H]/N=C(/N)NCCC[C@H](N)C(=O)N[C@@H](CCCCN)C(=O)O" largest_force_ev_per_a=7.23 mol_weight_g_mol=302.38 energy_ev=-27944.0333 gap_ev=9.15
H 4.777493 3.816293 3.529827 -1.2437 1.5955 1.2351
N 3.901791 4.321845 3.939489 0.4649 -1.8658 -3.1919
C 3.135391 4.454481 2.869996 3.3781 -0.1786 2.6124
N 1.785664 4.523034 3.020462 -1.1315 -3.0790 4.8878
N 3.625641 4.585789 1.531897 1.5857 -0.3182 3.6085
C 2.729376 4.214228 0.576763 -4.3375 1.4735 -3.5826
C 2.682177 2.702709 0.283781 0.8522 -0.2050 -1.6259
C 1.553138 2.240240 -0.720617 1.3289 0.0329 -2.6148
C 1.261097 0.682788 -0.822541 0.0057 2.2033 -2.3533
N 0.395655 0.408548 -2.087502 1.4843 2.3153 -1.9456
C 0.221371 0.280576 0.169276 -2.4589 -3.0769 3.8955
O -0.218884 0.840975 1.199137 1.8467 -0.3822 -2.8663
N -0.344632 -1.028352 -0.123661 2.4661 0.4446 -0.8443
C -1.401401 -1.630074 0.644712 1.9181 -1.3617 -0.2188
C -2.611469 -1.501702 -0.215876 -1.1331 -0.3944 -1.0841
C -2.633928 -1.869707 -1.747353 -0.0493 -1.1437 -0.7347
C -2.451945 -3.476527 -1.890291 -1.1672 1.0868 1.5812
C -3.619817 -4.323442 -1.233115 1.4352 2.5021 -0.5312
N -3.264619 -5.717376 -1.124927 0.6702 -1.2032 -1.5737
C -1.041707 -3.277945 1.096196 -2.4475 -0.1973 2.3533
O -1.820001 -3.925029 1.902742 4.5678 2.9674 -4.7576
O 0.163791 -3.718445 0.489986 -2.8123 0.2372 1.9864
H 1.278524 4.554839 4.001973 2.6110 -0.8428 -2.1283
H 1.427415 5.283519 2.663958 -2.4256 4.8941 -3.1707
H 4.602135 4.248973 1.394326 -1.1114 0.4854 0.5058
H 1.625041 4.428138 1.101817 2.8326 -0.3972 -2.4226
H 2.911824 4.963715 -0.324806 -0.8183 -1.8888 1.2066
H 2.363778 2.394018 1.269473 0.3183 -1.0962 0.2899
H 3.774085 2.304505 -0.017375 -2.4731 0.6394 0.7260
H 0.625571 2.731429 -0.538120 -0.8063 0.3521 0.9601
H 1.659876 2.612660 -1.875430 0.6980 -0.8943 2.6333
H 2.279645 0.166002 -0.955037 -1.9183 0.1447 0.8115
H -0.140076 1.369841 -2.347718 1.8574 -2.9796 0.5719
H 1.082273 0.153365 -2.881963 -1.6341 1.0258 1.4254
H -0.304080 -1.325411 -1.125367 -0.0125 0.8050 1.4209
H -1.455236 -0.988820 1.532521 -0.4374 -0.7223 0.1516
H -3.349773 -2.037187 0.337310 -1.1873 -0.1899 -0.0151
H -2.845344 -0.471471 -0.208607 -0.5074 1.2826 0.4085
H -1.819017 -1.410299 -2.350398 -0.0840 -0.1262 0.7997
H -3.542476 -1.356489 -2.340898 1.4114 -1.6563 1.7635
H -2.195077 -3.755234 -2.894906 -0.1562 -0.2640 -0.6026
H -1.641969 -3.833100 -1.232038 0.3382 0.7105 -0.5525
H -4.531218 -4.060710 -1.734521 -0.7005 -0.9435 -0.9052
H -3.821875 -3.745922 -0.317125 0.4014 -1.2861 0.4655
H -2.412024 -5.893643 -0.569262 -0.7707 0.5833 -0.0018
H -2.951717 -6.058473 -2.093306 -0.8919 0.6505 1.7467
H 0.555533 -2.877150 0.217120 0.2439 0.2610 -0.3233